57
Properties=species:S:1:pos:R:3:forces:R:3 method="wB97M-V/def2-TZVPD" s_squared=0.7583 e_homo_ha="-0.1401 / -0.1439" total_charge=-1 multiplicity=2 homo_lumo_gap_ev="6.253 / 6.357"
Ag -10.3023 10.6512 -7.6538 1.2 -0.3 0.8
Br -9.9891 13.4547 -6.7901 -0.1 -0.1 -0.3
O -10.3084 8.5163 -7.2595 0.1 -0.6 0.1
H -11.0245 7.8707 -7.3367 -0.1 0.5 -0.3
O -8.1630 10.4022 -7.3636 -0.3 0.1 0.0
H -7.7528 10.6693 -8.1970 -0.3 0.0 0.0
C -14.4967 11.4396 -3.1855 -0.1 0.7 0.8
O -13.8253 11.2322 -4.4069 -0.4 0.1 -0.4
P -12.3598 10.6476 -4.5043 0.1 -0.3 0.8
O -11.8051 10.6451 -5.8292 -0.5 0.3 -0.9
O -11.5365 11.4190 -3.4167 0.1 0.0 0.8
C -11.2769 12.8100 -3.5762 0.0 1.0 -0.5
O -12.5100 9.2230 -3.8506 -0.1 -0.3 0.2
C -11.5021 8.2326 -4.1423 0.4 -0.1 0.0
H -14.7784 12.4958 -3.0942 0.0 -0.1 -0.3
H -13.8687 11.2506 -2.3113 0.0 -0.3 -0.2
H -15.4088 10.8482 -3.1336 0.1 -0.2 -0.1
H -11.4263 13.3199 -2.6230 0.1 -0.2 0.1
H -11.9411 13.2787 -4.3118 0.0 -0.2 0.1
H -10.2811 12.9809 -3.9808 0.1 -0.2 0.2
H -10.9594 8.0024 -3.2246 -0.1 0.1 0.0
H -10.8016 8.5680 -4.9134 -0.1 0.0 -0.1
H -11.9935 7.3325 -4.5070 -0.1 0.0 0.0
C -14.9435 11.8850 -8.9148 0.1 -0.1 0.4
O -14.8706 10.5269 -9.3840 -0.5 0.2 -0.1
P -13.4779 9.7872 -9.3519 -0.6 -0.6 0.6
O -12.4310 10.5833 -8.7621 0.8 1.0 0.2
O -13.7616 8.4280 -8.5969 -0.3 -0.2 -0.2
C -14.0143 8.4938 -7.1876 -0.7 -0.6 -0.3
O -13.2979 9.2775 -10.8116 0.2 -0.4 -0.7
C -12.1456 8.4165 -11.0412 0.3 0.9 0.4
H -15.9940 12.1637 -8.8947 0.0 0.0 -0.3
H -14.3508 12.5297 -9.5560 -0.1 0.2 0.0
H -14.5728 11.9621 -7.8914 0.2 -0.1 -0.1
H -13.0792 8.3100 -6.6710 0.0 0.4 0.3
H -14.7452 7.7040 -6.9798 0.3 -0.1 0.0
H -14.5339 9.4175 -6.9352 0.5 0.2 0.2
H -11.2357 8.9815 -10.8169 -0.1 0.0 -0.1
H -12.1853 8.1784 -12.0957 0.0 -0.4 0.0
H -12.1572 7.5809 -10.3467 -0.2 -0.3 -0.3
C -7.0671 12.6165 -10.5620 -0.4 0.4 0.1
O -7.6933 11.6645 -11.4462 0.5 0.0 -0.1
P -9.2334 11.4064 -11.2117 -0.1 0.0 0.0
O -9.6341 11.1084 -9.8536 0.0 0.1 -0.5
O -9.9387 12.7024 -11.7819 -0.2 0.1 -0.1
C -9.6083 13.1902 -13.0835 -0.6 0.0 0.1
O -9.5451 10.2721 -12.2731 0.1 0.2 -0.3
C -8.5729 9.4565 -12.9255 -0.2 -0.1 -0.1
H -6.0418 12.7240 -10.8962 0.1 -0.1 0.1
H -7.1613 12.3006 -9.5236 0.2 -0.1 0.0
H -7.5751 13.5837 -10.6316 0.0 -0.1 -0.1
H -10.5466 13.4465 -13.5782 0.0 -0.1 0.0
H -9.1081 12.4270 -13.6763 0.2 0.1 0.0
H -9.0302 14.1072 -12.9896 0.3 -0.1 0.0
H -8.8989 8.4229 -12.8260 0.1 0.0 0.1
H -7.5825 9.5943 -12.5042 0.0 -0.1 0.1
H -8.5514 9.7073 -13.9884 0.0 0.1 0.0